Record 1
ORCA calculation (ωB97M-V with the def2-TZVPD basis set) on C10H12N2OS2 in the gas phase in a non-equilibrium geometry.

Element x y z (Å)
C1 -3.1951 -1.1511 -3.4445
O1 -1.8222 -0.8279 -3.5768
C2 -1.2472 -0.5520 -2.4376
N1 -1.7842 -0.7595 -1.3072
C3 -1.0162 -0.5185 -0.1638
S1 -0.2843 -2.0184 0.7007
C4 -1.2390 -2.0936 2.3390
N2 0.2281 0.3595 -0.6701
C5 1.2669 0.8769 0.1989
C6 1.2188 0.6958 1.5477
C7 2.1287 1.3441 2.3868
C8 3.2242 2.1027 1.8732
C9 3.3129 2.2287 0.4738
C10 2.3130 1.7312 -0.3106
S2 0.4316 0.1921 -2.2875
H1 -3.5244 -1.1434 -4.4772
H2 -3.7393 -0.3993 -2.8696
H3 -3.3094 -2.1519 -2.8911
H4 -1.5991 0.0371 0.5430
H5 -1.2327 -3.1634 2.6415
H6 -2.3077 -1.8064 2.2216
H7 -0.5979 -1.5586 3.0533
H8 0.4340 0.0969 2.0011
H9 1.9857 1.2262 3.4244
H10 3.9106 2.5778 2.4901
H11 4.0755 2.7952 -0.0498
H12 2.3685 1.8795 -1.4094

Its maximum force is 3.53 eV/Å. The molar mass comes out at 240.4 g/mol. The energy above the lowest of the compared OMol25 structures with the same formula, charge and spin is 99.6 kJ/mol. Its spin multiplicity is 1. As for the SMILES: COC1=N[C@@H](SC)N(c2ccccc2)S1. As for the gap between HOMO and LUMO: 8.132 eV.

Record 2
ORCA calculation (ωB97M-V with the def2-TZVPD basis set) on a gas-phase ion, C10H12N3O2 (charge +1) in a non-equilibrium geometry.

Element x y z (Å)
C1 0.7065 -1.8210 3.9304
O1 0.1142 -1.5077 2.6445
N1 -0.4645 -0.2366 2.2971
C2 0.5209 0.7926 1.6264
C3 0.4381 1.1633 0.3486
N2 -0.4276 0.5222 -0.4972
C4 -0.1682 0.7283 -1.8535
C5 0.0076 2.0635 -2.2297
C6 0.3346 2.3727 -3.5356
C7 0.6127 1.3294 -4.4101
C8 0.3813 -0.0028 -4.0552
C9 0.0391 -0.3094 -2.7262
C10 -1.4417 -0.2706 -0.0629
O2 -2.2593 -0.8425 -0.7088
N3 -1.4780 -0.4355 1.4353
H1 1.8067 -1.8795 3.9644
H2 0.5053 -2.9161 4.1153
H3 0.2027 -1.2334 4.6281
H4 -0.7868 0.0771 3.2580
H5 1.2463 1.1123 2.3699
H6 1.2101 1.8720 0.0644
H7 0.0705 2.8931 -1.5249
H8 0.7289 3.3317 -3.8420
H9 1.2808 1.5511 -5.3221
H10 0.9222 -0.7291 -4.7013
H11 0.2810 -1.3444 -2.4039
H12 -2.3123 -0.8544 1.8568

The net charge is +1. Its maximum force is 3.01 eV/Å. The molar mass comes out at 206.2 g/mol. The energy above the lowest of the compared OMol25 structures with the same formula, charge and spin is 273.6 kJ/mol. Its spin multiplicity is 1. As for the SMILES: CO[N@H+]1C=CN(c2ccccc2)C(=O)N1. As for the gap between HOMO and LUMO: 8.952 eV.

Record 3
ORCA calculation (ωB97M-V with the def2-TZVPD basis set) on 2 unconnected molecules or ions with the total composition C10H12O2S2 in a non-equilibrium geometry.

Element x y z (Å)
C1 2.9469 -1.6154 0.2068
C2 0.8163 -1.2738 -0.8021
C3 3.1955 -0.1932 0.1352
C4 1.0581 0.0766 -0.9266
C5 1.7164 -2.0991 -0.1779
C6 2.1562 0.5968 -0.3624
C7 -2.4214 2.9171 0.9811
C8 -2.6809 1.8634 0.4549
C9 1.4107 -3.4801 0.1708
C10 -4.8938 0.8797 -0.4531
O1 1.5634 2.3653 1.2761
O2 1.6278 2.9660 -1.2674
S1 -3.1587 0.3287 -0.0726
S2 2.4025 2.3858 -0.2084
H1 3.5996 -2.2657 0.5870
H2 -0.1791 -1.5478 -1.1479
H3 3.9484 0.3594 0.7817
H4 0.2934 0.6381 -1.5159
H5 0.7139 1.9641 1.5356
H6 -2.0693 3.7523 1.5418
H7 0.2802 -3.7834 -0.0655
H8 1.9371 -4.2351 -0.3610
H9 1.5347 -3.7459 1.2865
H10 -4.9840 1.0654 -1.4531
H11 -5.0832 1.8161 0.0041
H12 -5.7306 0.2647 -0.1475

Its maximum force is 5.39 eV/Å. The molar mass comes out at 228.3 g/mol. The energy above the lowest of the compared OMol25 structures with the same formula, charge and spin is 155.2 kJ/mol. Its spin multiplicity is 1. As for the gap between HOMO and LUMO: 9.467 eV.

Record 4
ORCA calculation (ωB97M-V with the def2-TZVPD basis set) on a molecular structure, C10H12O2S2 in a non-equilibrium geometry.

Element x y z (Å)
C1 0.6860 0.4089 0.1115
C2 -1.9453 0.0127 -0.0367
C3 2.0480 0.1316 0.2649
C4 -1.8584 1.2940 0.1894
C5 2.4119 -1.2591 0.2205
C6 -2.8657 -1.1554 0.1079
C7 2.8691 1.4451 0.4660
C8 -2.9102 2.2789 -0.0179
C9 3.8184 -1.7403 0.5465
C10 -3.0021 -1.5947 -1.2501
O1 1.5612 -2.0819 -0.0626
O2 -3.6307 -1.4017 1.0392
S1 -0.0693 1.9103 0.0124
S2 -0.3920 -0.8710 0.0138
H1 2.1612 2.2389 0.6257
H2 3.4215 1.6612 -0.3807
H3 3.5086 1.3221 1.3081
H4 -2.3471 3.2073 0.0284
H5 -3.5219 2.1846 0.9184
H6 -3.6101 2.2256 -0.9283
H7 3.8508 -2.5454 1.2241
H8 4.2791 -1.9933 -0.4586
H9 4.5700 -0.9524 0.9084
H10 -3.5791 -2.5524 -1.3757
H11 -3.4286 -0.6382 -1.7711
H12 -2.0252 -1.5356 -1.7038

Its maximum force is 4.83 eV/Å. The molar mass comes out at 228.3 g/mol. The energy above the lowest of the compared OMol25 structures with the same formula, charge and spin is 45.9 kJ/mol. Its spin multiplicity is 1. As for the gap between HOMO and LUMO: 8.124 eV.

Record 5
ORCA calculation (ωB97M-V with the def2-TZVPD basis set) on a molecular structure, C10H13Br6N3O6 in a non-equilibrium geometry.

Element x y z (Å)
C1 -0.4118 1.7219 -1.0720
N1 -1.0885 0.3620 -1.0818
O1 -1.9414 0.1923 -0.2842
O2 -0.6661 -0.5830 -1.7400
H1 -1.0059 2.3329 -0.3924
H2 -0.4265 2.2333 -2.0345
H3 0.6564 1.7055 -0.8557
C2 -0.9098 -2.0898 -0.2951
N2 -0.8223 -2.9686 0.9192
O3 -0.4234 -4.2060 0.7539
O4 -1.0454 -2.6188 2.0394
H4 -0.0733 -1.3910 -0.3025
H5 -1.8537 -1.5457 -0.3275
H6 -0.8028 -2.7130 -1.1830
C3 -0.0058 -1.2200 4.5103
C4 -0.3293 0.1058 4.8192
C5 -0.3421 1.0762 3.7859
C6 -0.0970 0.7789 2.4836
C7 0.2615 -0.5723 2.2107
C8 0.2435 -1.5675 3.1774
N3 -0.1116 1.7756 1.3459
O5 -0.8091 2.7435 1.4099
O6 0.6988 1.4997 0.4635
H7 0.0605 -2.0380 5.2124
H8 -0.7326 0.4224 5.7698
H9 -0.5349 2.1081 4.0393
H10 0.2412 -0.8904 1.1788
H11 0.3543 -2.5975 2.8721
C9 1.2618 -1.6502 -2.7425
Br1 2.4037 -0.3879 -3.8789
Br2 1.5936 -1.5393 -0.7965
Br3 1.4928 -3.5285 -3.3668
H12 0.2376 -1.2960 -2.8600
C10 0.8681 3.3877 -4.8693
Br4 -0.0567 2.1107 -3.6780
Br5 2.2289 2.2105 -5.6693
Br6 1.7270 4.9439 -3.9206
H13 0.1607 3.6924 -5.6406

Its maximum force is 8.50 eV/Å. The molar mass comes out at 750.7 g/mol. The energy above the lowest of the compared OMol25 structures with the same formula, charge and spin is 1141.5 kJ/mol. Its spin multiplicity is 1. As for the gap between HOMO and LUMO: 8.140 eV.

Record 6
ORCA calculation (ωB97M-V with the def2-TZVPD basis set) on a molecular structure, C10H13BrSi in a non-equilibrium geometry.

Element x y z (Å)
C1 0.3751 3.4200 -1.4261
C2 -0.9688 3.5088 -1.1068
C3 1.0915 2.3648 -0.9347
C4 -1.5588 2.5231 -0.3857
C5 0.4550 1.3405 -0.1909
C6 -0.8816 1.4234 0.1622
C7 1.1690 0.0274 0.0831
C8 -1.5269 0.1756 0.7119
C9 0.1676 -1.6800 -2.2313
C10 -0.2194 -2.8771 0.8712
Si1 -0.0306 -1.3825 -0.3193
Br1 -3.4444 -0.1028 0.5666
H1 0.8493 4.2266 -1.9752
H2 -1.6875 4.1692 -1.6100
H3 2.0595 2.0861 -1.2850
H4 -2.6394 2.5088 -0.2924
H5 1.9637 -0.0929 -0.5991
H6 1.6707 0.2818 1.0978
H7 -1.1573 -0.1374 1.6918
H8 -0.7195 -1.5904 -2.9351
H9 0.7767 -0.7440 -2.5243
H10 0.6839 -2.6319 -2.2883
H11 -0.0457 -2.5479 1.9996
H12 -1.1925 -3.3057 0.8954
H13 0.5764 -3.5981 0.7220

Its maximum force is 3.44 eV/Å. The molar mass comes out at 241.2 g/mol. The energy above the lowest of the compared OMol25 structures with the same formula, charge and spin is 183.8 kJ/mol. Its spin multiplicity is 1. As for the gap between HOMO and LUMO: 8.387 eV.

Copy entry 6 word for word.
ORCA calculation (ωB97M-V with the def2-TZVPD basis set) on a molecular structure, C10H13BrSi in a non-equilibrium geometry.

Element x y z (Å)
C1 0.3751 3.4200 -1.4261
C2 -0.9688 3.5088 -1.1068
C3 1.0915 2.3648 -0.9347
C4 -1.5588 2.5231 -0.3857
C5 0.4550 1.3405 -0.1909
C6 -0.8816 1.4234 0.1622
C7 1.1690 0.0274 0.0831
C8 -1.5269 0.1756 0.7119
C9 0.1676 -1.6800 -2.2313
C10 -0.2194 -2.8771 0.8712
Si1 -0.0306 -1.3825 -0.3193
Br1 -3.4444 -0.1028 0.5666
H1 0.8493 4.2266 -1.9752
H2 -1.6875 4.1692 -1.6100
H3 2.0595 2.0861 -1.2850
H4 -2.6394 2.5088 -0.2924
H5 1.9637 -0.0929 -0.5991
H6 1.6707 0.2818 1.0978
H7 -1.1573 -0.1374 1.6918
H8 -0.7195 -1.5904 -2.9351
H9 0.7767 -0.7440 -2.5243
H10 0.6839 -2.6319 -2.2883
H11 -0.0457 -2.5479 1.9996
H12 -1.1925 -3.3057 0.8954
H13 0.5764 -3.5981 0.7220

Its maximum force is 3.44 eV/Å. The molar mass comes out at 241.2 g/mol. The energy above the lowest of the compared OMol25 structures with the same formula, charge and spin is 183.8 kJ/mol. Its spin multiplicity is 1. As for the gap between HOMO and LUMO: 8.387 eV.